(1)
The following is a quantum chemistry calculation of a molecular structure, C30H37BrI2N9O5Pb, from OMol25.

```
85
Properties=species:S:1:pos:R:3:lowdin_charge:R:1
Pb -0.900 -0.458 -0.634 1.516
C 1.372 3.314 2.927 -0.016
N 1.268 1.878 3.136 -0.133
C 2.150 1.319 4.150 -0.021
C 0.405 1.151 2.411 -0.448
O -0.282 1.612 1.501 -0.014
C 0.279 -0.347 2.716 -0.108
O -0.868 -0.841 2.068 -0.228
C -2.065 -0.617 2.796 -0.095
C -3.188 -0.175 1.867 -0.402
O -2.953 0.106 0.678 -0.135
N -4.399 -0.072 2.400 -0.111
C -5.533 0.258 1.547 -0.006
C -4.694 -0.459 3.781 -0.018
H 1.291 3.826 3.886 0.100
H 0.571 3.641 2.272 0.086
H 2.335 3.567 2.478 0.095
H 1.799 1.561 5.155 0.104
H 3.146 1.743 4.023 0.101
H 2.240 0.242 4.053 0.086
H 0.242 -0.552 3.787 0.139
H 1.138 -0.884 2.304 0.146
H -1.920 0.174 3.539 0.146
H -2.349 -1.534 3.319 0.114
H -5.185 0.785 0.665 0.086
H -6.221 0.892 2.102 0.094
H -6.059 -0.650 1.244 0.106
H -4.832 -1.536 3.871 0.065
H -5.604 0.052 4.085 0.095
H -3.900 -0.141 4.453 0.092
N -1.679 -2.686 0.013 0.049
C -2.052 -3.572 0.669 -0.165
C -2.536 -4.553 1.509 -0.265
C -3.176 -4.074 2.672 -0.213
N -3.675 -3.578 3.588 0.142
C -2.376 -5.923 1.187 -0.235
N -2.220 -7.030 0.909 0.140
Br 6.126 -3.260 -1.564 0.765
C 4.438 -3.981 -1.992 -0.662
C 4.330 -5.292 -2.439 -0.163
N 3.167 -5.849 -2.759 0.094
C 2.069 -5.109 -2.654 -0.062
C 2.083 -3.791 -2.213 -0.104
C 3.299 -3.215 -1.866 -0.049
C 0.831 -2.982 -2.107 -0.575
O -0.158 -3.408 -2.783 -0.310
O 0.852 -1.950 -1.398 -0.187
H 5.215 -5.909 -2.541 0.111
H 1.132 -5.582 -2.919 0.125
H 3.344 -2.194 -1.514 0.093
I -1.281 1.154 -4.832 0.973
C -1.600 2.547 -3.293 -0.770
C -1.722 3.890 -3.617 -0.119
C -1.942 4.779 -2.577 -0.043
C -2.032 4.297 -1.280 -0.038
C -1.888 2.938 -1.067 -0.142
N -1.667 2.070 -2.063 -0.041
H -1.650 4.221 -4.642 0.099
H -2.044 5.836 -2.783 0.119
H -2.208 4.959 -0.444 0.114
H -1.933 2.518 -0.069 0.088
C 2.025 0.798 -2.523 -0.158
C 3.426 1.396 -2.808 -0.137
N 3.937 2.078 -1.619 -0.152
C 4.007 1.114 -0.525 -0.140
C 2.592 0.574 -0.200 -0.151
N 1.599 1.118 -1.145 -0.192
C 1.589 2.587 -1.007 -0.146
C 3.013 3.151 -1.254 -0.139
H 2.017 -0.285 -2.641 0.098
H 1.276 1.213 -3.199 0.056
H 3.390 2.116 -3.627 0.120
H 4.138 0.618 -3.087 0.119
H 4.449 1.608 0.343 0.117
H 4.682 0.309 -0.820 0.113
H 2.289 0.881 0.803 0.096
H 2.548 -0.516 -0.250 0.094
H 1.218 2.827 -0.012 0.091
H 0.876 2.986 -1.732 0.103
H 3.403 3.648 -0.363 0.114
H 3.010 3.886 -2.061 0.119
I -2.275 -2.630 -3.298 1.560
C -3.057 -1.142 -2.407 -0.668
H -3.577 -1.318 -1.475 -0.022
H -2.906 -0.146 -2.800 -0.097
```

Computed properties:
* lowest unoccupied orbital energy: -4.923 eV
* gap between HOMO and LUMO: 5.183 eV
* HOMO energy: -0.37140 Ha
* ΔE to the lowest compared entry with this formula, charge and spin: 17.8 kcal/mol
* net charge: +1
* 2S+1: 1

(2)
The following is a quantum chemistry calculation of C30H37F13N3O3P in the gas phase, from OMol25.

```
87
Properties=species:S:1:pos:R:3:lowdin_charge:R:1
C 9.462 2.033 -0.864 -0.121
C 9.059 0.851 0.017 -0.277
C 8.250 -0.204 -0.738 -0.229
C 7.632 -1.259 0.187 -0.221
C 6.575 -2.116 -0.512 -0.200
C 5.198 -1.458 -0.715 -0.181
C 4.766 -0.474 0.381 -0.173
C 3.272 -0.276 0.440 -0.180
C 2.777 0.949 -0.083 0.024
C 1.453 1.287 -0.112 -0.152
C 0.989 2.574 -0.740 -0.126
C 0.636 2.432 -2.219 -0.251
O -0.637 1.813 -2.367 -0.066
C 0.534 0.372 0.444 -0.143
N -0.780 0.693 0.504 0.210
C -1.622 -0.183 0.984 -0.195
C -3.066 0.262 1.035 -0.116
C -3.206 1.503 1.919 -0.059
C -4.632 1.967 2.102 -0.419
F -4.677 2.927 3.065 0.113
F -5.400 0.939 2.558 0.110
C -5.306 2.596 0.817 -0.329
F -4.429 2.559 -0.219 0.138
F -5.608 3.885 1.054 0.155
C -6.592 1.877 0.341 -0.334
F -6.329 0.564 0.176 0.151
F -7.528 2.011 1.303 0.155
C -7.149 2.419 -1.029 -0.332
F -6.766 3.689 -1.260 0.163
F -6.629 1.644 -2.002 0.159
C -8.702 2.351 -1.172 -0.332
F -9.154 1.201 -0.640 0.164
F -8.975 2.338 -2.494 0.158
C -9.481 3.572 -0.566 -0.520
F -10.715 3.176 -0.219 0.177
F -8.872 4.067 0.520 0.175
F -9.573 4.547 -1.474 0.180
C -1.163 -1.467 1.434 -0.184
C -2.093 -2.552 1.931 -0.026
C -2.661 -3.362 0.782 -0.442
O -2.409 -4.529 0.644 0.130
N -3.493 -2.622 -0.128 -0.174
C -4.827 -3.228 -0.236 -0.057
C -2.800 -2.416 -1.414 -0.047
N 0.107 -1.773 1.424 0.164
C 0.996 -0.861 0.955 -0.213
C 2.377 -1.193 0.962 -0.249
P 2.713 -2.838 1.719 0.932
C 2.625 -3.868 0.176 -0.268
O 4.357 -2.694 1.951 -0.348
H 10.176 2.679 -0.348 0.066
H 8.593 2.637 -1.128 0.069
H 9.950 1.685 -1.777 0.070
H 8.498 1.214 0.884 0.105
H 9.966 0.387 0.417 0.108
H 7.483 0.276 -1.353 0.112
H 8.943 -0.728 -1.406 0.116
H 7.249 -0.782 1.091 0.098
H 8.438 -1.922 0.522 0.113
H 6.976 -2.350 -1.505 0.108
H 6.473 -3.074 0.001 0.098
H 4.450 -2.251 -0.769 0.077
H 5.163 -0.962 -1.690 0.113
H 5.216 0.501 0.170 0.110
H 5.153 -0.777 1.350 0.094
H 3.502 1.642 -0.499 0.122
H 0.100 2.931 -0.219 0.114
H 1.785 3.317 -0.678 0.118
H 0.614 3.432 -2.668 0.113
H 1.402 1.846 -2.736 0.121
H -0.665 1.383 -3.225 0.081
H -3.724 -0.535 1.364 0.097
H -3.346 0.494 0.006 0.119
H -2.877 1.252 2.933 0.144
H -2.581 2.320 1.564 0.133
H -2.916 -2.121 2.507 0.126
H -1.536 -3.237 2.566 0.126
H -5.602 -2.464 -0.135 0.076
H -4.972 -3.735 -1.193 0.081
H -4.984 -3.968 0.549 0.090
H -3.376 -2.840 -2.237 0.081
H -1.822 -2.902 -1.421 0.092
H -2.649 -1.350 -1.605 0.074
H 2.183 -3.300 -0.643 0.036
H 3.605 -4.241 -0.121 0.032
H 1.958 -4.704 0.395 0.023
H 4.669 -3.475 2.418 0.049
```

Computed properties:
* lowest unoccupied orbital energy: -0.244 eV
* gap between HOMO and LUMO: 7.887 eV
* SMILES string: CCCCCCCc1cc(CCO)c2nc(CCC(F)(F)C(F)(F)C(F)(F)C(F)(F)C(F)(F)C(F)(F)F)c(CC(=O)N(C)C)nc2c1P(C)O
* HOMO energy: -0.29884 Ha
* 2S+1: 1

(3)
The following is a quantum chemistry calculation of a molecular structure, C30H37F4IrN6O2S2, from OMol25.

```
82
Properties=species:S:1:pos:R:3:mulliken_spin:R:1
Ir 0.225 0.561 -0.374 2.566
C -3.242 1.709 -0.886 0.000
C -2.193 2.802 -0.826 0.003
N -0.886 2.461 -1.435 0.192
C -1.035 2.263 -2.898 0.013
C 0.222 1.783 -3.602 0.033
C 0.062 3.557 -1.156 0.008
C 0.622 3.457 0.250 -0.027
N 1.221 2.135 0.412 0.629
C 2.328 2.016 1.243 0.010
C 3.429 1.249 0.854 0.045
F 3.427 0.654 -0.347 0.012
C 4.545 1.146 1.661 -0.048
F 5.586 0.439 1.228 -0.003
C 4.596 1.770 2.891 0.096
C 3.506 2.516 3.298 -0.034
F 3.510 3.117 4.483 -0.003
C 2.394 2.649 2.491 0.076
F 1.346 3.354 2.926 0.005
H -4.125 2.047 -0.343 -0.001
H -2.882 0.797 -0.409 0.018
H -3.562 1.477 -1.901 0.002
H -2.009 3.050 0.219 0.004
H -2.571 3.710 -1.312 -0.001
H -1.386 3.202 -3.344 0.000
H -1.820 1.524 -3.039 -0.009
H 1.011 2.531 -3.642 0.006
H -0.026 1.534 -4.635 0.001
H 0.622 0.878 -3.136 -0.009
H -0.423 4.529 -1.300 0.000
H 0.891 3.489 -1.856 -0.006
H -0.157 3.592 1.006 0.031
H 1.368 4.237 0.410 0.002
H 5.471 1.684 3.520 0.003
O -0.818 -0.704 -1.769 0.122
S -1.953 -1.717 -1.477 0.019
C -1.366 -3.213 -2.305 0.005
C 0.022 -3.608 -1.832 -0.004
C 0.119 -3.867 -0.331 -0.002
C 1.540 -3.810 0.203 0.006
S 2.250 -2.170 -0.088 0.031
O 1.211 -1.245 0.569 0.101
C 3.611 -2.276 1.042 0.005
C 3.429 -1.968 2.383 0.001
C 4.504 -2.112 3.245 0.001
C 5.728 -2.568 2.765 0.000
C 5.892 -2.866 1.420 0.000
C 4.831 -2.707 0.542 0.000
C -3.270 -1.281 -2.571 0.003
C -3.003 -0.837 -3.861 -0.001
C -4.066 -0.473 -4.670 0.001
C -5.370 -0.566 -4.192 0.000
C -5.621 -1.017 -2.904 0.000
C -4.563 -1.369 -2.077 0.001
H -1.374 -2.996 -3.374 0.001
H -2.128 -3.968 -2.097 0.002
H 0.713 -2.820 -2.141 -0.004
H 0.319 -4.501 -2.386 0.000
H -0.293 -4.850 -0.091 -0.001
H -0.471 -3.142 0.235 0.000
H 2.212 -4.513 -0.295 0.001
H 1.574 -3.988 1.277 0.000
H 2.467 -1.617 2.735 -0.003
H 4.387 -1.877 4.295 0.001
H 6.560 -2.685 3.446 0.000
H 6.850 -3.208 1.052 0.000
H 4.953 -2.911 -0.515 0.000
H -1.983 -0.767 -4.217 0.000
H -3.882 -0.124 -5.677 0.000
H -6.195 -0.285 -4.831 0.000
H -6.636 -1.088 -2.540 0.000
H -4.743 -1.708 -1.064 0.000
N -2.522 1.399 5.733 0.000
C -2.508 1.043 4.450 -0.001
N -3.656 0.672 3.864 0.001
N -1.341 1.087 3.823 0.007
C -1.237 0.796 2.570 0.011
N -1.065 0.502 1.457 0.083
H -3.356 1.381 6.293 0.000
H -1.658 1.696 6.154 0.000
H -4.514 0.599 4.381 0.000
H -3.644 0.327 2.920 0.000
```

Computed properties:
* lowest unoccupied orbital energy (alpha / beta): -4.424 / -6.886 eV
* <S²>: 6.02
* gap between HOMO and LUMO (alpha / beta): 8.014 / 6.889 eV
* HOMO energy (alpha / beta): -0.45709 / -0.50621 Ha
* ΔE to the lowest compared entry with this formula, charge and spin: 0.0 kcal/mol
* net charge: +2
* 2S+1: 5

(4)
The following is a quantum chemistry calculation of a molecular structure, C30H38CrO3P, from OMol25.

```
73
Properties=species:S:1:pos:R:3:mulliken_spin:R:1
C -3.105 0.567 5.093 0.003
C -1.849 0.087 4.377 0.026
C -2.071 0.162 2.879 0.024
C -0.873 -0.280 2.049 0.127
P 0.789 0.301 2.403 0.607
C 2.322 -0.578 1.787 0.106
C 3.256 -0.998 2.954 -0.027
C 3.682 0.154 3.874 0.026
C 4.676 -0.299 4.949 0.005
C 0.747 1.841 1.413 0.027
C 1.801 2.864 1.854 0.011
C 1.803 4.142 0.998 0.007
C 2.131 3.925 -0.478 0.000
H -3.003 0.466 6.175 0.001
H -3.299 1.619 4.856 0.000
H -3.980 -0.013 4.779 0.001
H -0.982 0.705 4.640 0.001
H -1.619 -0.945 4.668 0.003
H -2.917 -0.484 2.604 0.004
H -2.369 1.180 2.596 -0.005
H -0.771 -1.370 2.143 -0.010
H -1.071 0.062 1.019 0.005
H 2.006 -1.461 1.210 0.000
H 2.858 0.117 1.114 0.009
H 2.739 -1.756 3.565 0.014
H 4.155 -1.489 2.543 0.000
H 4.136 0.953 3.270 0.003
H 2.784 0.576 4.350 0.012
H 5.035 0.563 5.517 0.001
H 4.209 -0.996 5.653 0.000
H 5.546 -0.794 4.502 0.001
H 0.833 1.552 0.353 0.034
H -0.260 2.263 1.586 -0.004
H 1.591 3.150 2.897 -0.017
H 2.804 2.411 1.847 0.003
H 0.820 4.618 1.088 0.000
H 2.531 4.830 1.442 0.000
H 2.154 4.885 -1.003 0.000
H 3.113 3.453 -0.603 0.000
H 1.380 3.294 -0.966 0.001
O -2.338 -1.510 -7.769 0.045
C -2.554 -0.931 -6.782 -0.067
Cr -3.114 -0.211 -5.109 1.145
C -2.753 -1.937 -4.426 -0.039
O -2.604 -3.068 -4.178 -0.006
C -4.780 -0.940 -5.688 -0.074
O -5.692 -1.516 -6.129 0.055
C -3.334 1.903 -5.493 0.082
C -1.976 1.556 -5.501 -0.046
C -1.421 0.877 -4.405 0.031
C -2.145 0.709 -3.197 -0.005
C -1.517 0.158 -2.031 0.259
C -0.965 -0.629 -1.259 -0.034
C -0.524 -1.552 -0.338 0.333
C 0.530 -2.464 -0.667 0.078
C 0.872 -3.527 0.209 0.105
C 1.768 -4.508 -0.202 -0.061
C 2.377 -4.425 -1.465 0.156
C 2.081 -3.352 -2.320 -0.071
C 1.195 -2.358 -1.911 0.127
C -3.551 0.850 -3.311 0.052
C -4.127 1.527 -4.402 -0.049
H -3.773 2.430 -6.340 -0.001
H -1.349 1.774 -6.365 -0.009
H -0.393 0.509 -4.441 -0.003
H -1.231 -1.917 0.417 -0.014
H 0.393 -3.571 1.192 0.001
H 1.986 -5.348 0.459 0.000
H 3.096 -5.186 -1.771 0.006
H 2.530 -3.296 -3.314 -0.002
H 0.960 -1.498 -2.549 0.017
H -4.178 0.460 -2.506 -0.005
H -5.201 1.717 -4.407 -0.010
```

Computed properties:
* lowest unoccupied orbital energy (alpha / beta): -5.733 / -8.077 eV
* <S²>: 3.81
* gap between HOMO and LUMO (alpha / beta): 7.253 / 6.508 eV
* HOMO energy (alpha / beta): -0.47725 / -0.53596 Ha
* net charge: +2
* 2S+1: 4

| no. | strongest force on any atom (hartree/bohr) |
| --- | --- |
| 1 | 0.0184 |
| 2 | 0.0106 |
| 3 | 0.0056 |
| 4 | 0.0983 |